[1]
{"formula": "C9H37N2O13", "method": "ωB97M-V/def2-TZVPD", "species": ["N", "O", "O", "O", "C", "C", "C", "C", "C", "C", "N", "O", "C", "C", "C", "H", "H", "H", "H", "H", "H", "H", "H", "H", "H", "H", "H", "H", "H", "H", "H", "H", "H", "H", "O", "H", "H", "O", "H", "H", "O", "H", "H", "O", "H", "H", "O", "H", "H", "O", "H", "H", "O", "H", "H", "O", "H", "H", "O", "H", "H"], "positions_angstrom": [[-1.052276, -1.909271, -0.820274], [-1.456839, -3.060715, -0.943706], [-0.198182, -1.489474, -1.567247], [-1.360069, -1.192921, 0.167638], [2.205184, 2.034499, -1.366383], [1.875816, 1.789853, 0.169418], [2.840196, 2.772331, 0.876800], [2.507462, 2.994189, 2.361703], [1.060059, 3.438974, 2.403801], [-0.012843, 2.535751, 1.774458], [0.477127, 2.179558, 0.394077], [-0.416318, 1.597679, -0.440942], [-0.277173, 1.246843, 2.559105], [-1.288899, 3.408268, 1.698247], [2.272900, 0.400009, 0.608859], [1.858795, 2.965293, -1.814022], [1.899902, 1.169971, -1.958052], [3.282474, 2.019134, -1.543719], [3.874170, 2.427096, 0.847975], [2.753344, 3.762168, 0.426383], [3.151476, 3.788811, 2.740697], [2.745718, 2.099758, 2.938794], [1.002046, 4.423878, 1.937688], [0.727180, 3.631872, 3.425829], [-0.233826, 1.460065, 3.627822], [-1.242654, 0.821695, 2.284153], [0.472675, 0.495285, 2.315991], [-1.064879, 4.289439, 1.097972], [-2.033554, 2.819636, 1.160709], [-1.683288, 3.596031, 2.696582], [2.548734, 0.332333, 1.660973], [3.132662, 0.013410, 0.058279], [1.522706, -0.365643, 0.403352], [-0.454557, 0.685697, -0.127989], [1.283886, -3.278868, 0.902820], [0.512952, -3.748670, 1.226045], [1.053081, -3.021437, 0.007592], [-3.857587, -0.002555, 0.718223], [-3.037617, -0.506398, 0.653921], [-4.094987, -0.056609, 1.645286], [2.489064, -1.755661, -2.756035], [1.637116, -1.417204, -2.469517], [3.111258, -1.060518, -2.535004], [0.324554, -3.952696, -3.386676], [1.081487, -3.601892, -3.860254], [0.134899, -3.288075, -2.717900], [-0.363858, 1.075692, -3.510759], [-0.403444, 0.346429, -2.888428], [0.108552, 1.764686, -3.040532], [-3.377492, -4.583247, 0.193999], [-2.675862, -4.030434, -0.170447], [-3.011277, -5.469058, 0.194815], [-1.504839, -2.798330, 2.600491], [-1.448757, -2.768350, 1.641960], [-1.741432, -3.705937, 2.800530], [-2.383660, -4.372704, -3.714914], [-2.164440, -5.270135, -3.461218], [-1.623542, -3.853260, -3.434594], [-3.316835, 0.902392, -1.876462], [-3.708987, 0.787074, -1.006489], [-2.457501, 0.484261, -1.811419]], "forces_ev_per_angstrom": [[0.067, 0.023, 2.264], [-0.470, -0.516, -0.133], [1.558, 0.978, -2.248], [-0.650, -0.207, -0.117], [0.284, -1.383, 0.406], [0.798, 1.532, -1.166], [-0.497, 0.366, 1.177], [-0.137, -0.213, -0.810], [-0.292, 0.071, 0.886], [0.554, -0.284, -1.005], [1.588, 3.045, 1.480], [-0.577, -0.990, -0.265], [0.175, 0.221, 0.071], [0.355, -1.350, -0.833], [0.070, -1.308, -0.401], [-0.456, -0.039, 0.403], [-0.557, 0.150, -0.126], [0.250, 0.141, 0.479], [-0.018, -0.133, -0.593], [0.155, -0.049, -0.362], [0.004, 0.043, 0.121], [-0.318, -0.078, 0.146], [0.018, -0.029, -0.333], [0.038, -0.123, 0.228], [-0.225, -0.208, 0.110], [-0.072, 0.028, 0.136], [-0.019, 0.017, 0.230], [-0.185, 0.210, 0.313], [-0.176, 0.137, -0.042], [0.182, 0.317, -0.005], [-0.193, 0.083, 0.036], [0.264, 0.322, -0.103], [-0.331, 0.113, 0.142], [-0.624, -0.740, -0.290], [0.241, 0.015, 0.062], [-0.138, 0.009, 0.144], [0.078, -0.011, -0.261], [-0.204, 0.149, 0.259], [0.257, -0.270, -0.156], [-0.125, 0.022, 0.099], [0.161, -0.164, -0.120], [-0.274, 0.060, 0.122], [0.100, 0.095, 0.005], [0.127, -0.201, -0.017], [0.162, 0.125, -0.044], [0.074, 0.240, 0.322], [0.064, -0.043, -0.498], [0.010, -0.156, 0.211], [-0.099, 0.086, 0.269], [-0.260, -0.338, 0.450], [-0.007, 0.285, -0.214], [-0.013, -0.134, -0.061], [0.219, -0.150, 0.344], [-0.201, 0.358, -0.280], [-0.214, -0.110, 0.013], [-0.634, 0.031, -0.137], [0.136, -0.041, 0.052], [0.067, -0.182, -0.185], [-0.212, 0.145, -0.394], [-0.064, -0.071, 0.247], [0.186, 0.108, -0.031]], "lowdin_charge": [-0.54, 0.02, -0.01, -0.04, -0.03, -0.47, -0.15, -0.18, -0.16, -0.48, -0.14, 0.00, -0.01, -0.03, -0.03, 0.09, 0.05, 0.08, 0.12, 0.12, 0.11, 0.10, 0.11, 0.11, 0.09, 0.08, 0.07, 0.08, 0.08, 0.08, 0.08, 0.09, 0.07, 0.05, -0.04, 0.02, 0.01, -0.06, 0.00, 0.05, -0.05, -0.01, 0.03, -0.05, 0.04, -0.01, -0.05, -0.01, 0.00, -0.07, -0.03, 0.02, -0.06, -0.02, 0.03, -0.07, 0.02, -0.02, -0.06, -0.01, -0.01], "e_homo_ev": -5.7, "total_charge": -1, "gap_ev": 8.3}



[2]
{"formula": "C9H38N2O9", "method": "ωB97M-V/def2-TZVPD", "species": ["C", "C", "C", "O", "C", "N", "H", "H", "H", "H", "H", "H", "H", "H", "H", "H", "H", "C", "C", "C", "O", "C", "N", "H", "H", "H", "H", "H", "H", "H", "H", "H", "H", "H", "O", "H", "H", "O", "H", "H", "O", "H", "H", "O", "H", "H", "O", "H", "H", "O", "H", "H", "C", "O", "H", "H", "H", "H"], "positions_angstrom": [[2.028466, 3.596566, -2.477822], [0.893526, 4.116396, -1.597072], [-0.275354, 4.545536, -2.531852], [-1.281684, 5.300146, -1.856242], [-2.405014, 5.763856, -2.609262], [0.482336, 3.037896, -0.655212], [2.445196, 4.466616, -2.985202], [1.611856, 2.951146, -3.251112], [2.846506, 3.235376, -1.854562], [1.135666, 4.993246, -0.996572], [-0.612324, 3.608926, -2.976072], [0.059846, 5.225326, -3.315202], [-3.118004, 4.985406, -2.880862], [-2.032284, 6.243056, -3.514542], [-3.031514, 6.517626, -2.132372], [-0.069434, 3.542566, 0.023728], [1.290716, 2.706196, -0.148652], [0.917836, -4.951214, -0.168542], [1.373096, -4.094104, 1.014538], [2.892556, -4.088904, 1.117518], [3.384356, -5.449174, 1.130268], [4.054156, -5.926154, 2.352018], [0.791666, -2.756304, 0.781658], [1.646096, -4.723194, -0.946832], [-0.084754, -4.683494, -0.502062], [0.910176, -6.011394, 0.084578], [0.941696, -4.583184, 1.887918], [3.196716, -3.458834, 1.953338], [3.450766, -3.644144, 0.293698], [4.320116, -6.980054, 2.270418], [3.400196, -5.672034, 3.186198], [4.988966, -5.411034, 2.573148], [1.151406, -2.247914, 1.576788], [-0.201294, -2.899474, 0.898468], [-2.244274, -1.527444, 1.157038], [-2.676684, -2.336164, 1.431308], [-2.943144, -1.001674, 0.767978], [0.483816, -1.578744, -1.577582], [-0.131634, -0.887644, -1.332972], [0.600596, -2.090444, -0.777112], [0.117456, 0.307556, 0.970988], [-0.465334, -0.371444, 1.310908], [-0.324034, 0.631846, 0.186028], [-0.779524, -2.066674, 3.983028], [-0.263944, -1.740444, 4.720578], [-1.254934, -1.299364, 3.664508], [-1.329824, 1.245436, -1.252442], [-1.373884, 1.182736, -2.206572], [-0.729784, 1.972666, -1.087172], [1.149976, 1.450086, 3.714408], [0.932286, 1.147916, 2.832628], [1.236576, 2.399456, 3.628198], [-4.880494, 1.346646, -0.688932], [-3.847564, 0.515286, -0.253872], [-5.322694, 1.935326, 0.114818], [-4.397274, 1.964706, -1.445652], [-5.625084, 0.630586, -1.036692], [-3.032844, 0.914506, -0.567662]], "forces_ev_per_angstrom": [[-0.242, 1.623, 0.299], [-0.639, 0.132, -0.431], [-0.148, 0.541, 0.412], [-0.507, -0.484, 1.164], [0.512, -0.167, -0.848], [-0.420, 1.094, -0.296], [0.065, -0.022, -0.232], [0.444, -0.495, 0.274], [-0.159, -0.652, -0.287], [0.520, 0.135, -0.199], [-0.639, -0.045, -0.256], [0.618, -0.335, -0.310], [0.266, -0.470, -0.096], [-0.050, -0.055, -0.321], [0.684, -0.023, 0.824], [-0.333, -0.172, 0.512], [0.226, -0.127, -0.006], [-0.048, -0.520, -0.107], [0.461, 0.445, -3.447], [1.445, -0.979, 0.698], [0.155, 0.384, 0.927], [-0.510, 1.230, -0.268], [0.801, -3.189, 3.848], [-0.227, -0.388, -0.309], [-0.007, 0.041, -0.019], [0.267, 0.151, -0.170], [-0.472, 0.467, 0.833], [0.184, -0.383, 0.623], [-0.796, 0.282, -0.595], [-0.645, 0.096, -0.235], [-0.102, -0.599, 0.216], [0.109, 0.337, -0.493], [0.145, 1.908, -0.289], [-0.975, 0.855, -0.710], [0.876, -0.495, 0.277], [-0.209, -0.197, 0.208], [-0.609, 0.740, -0.482], [0.224, 0.118, -0.940], [-0.347, 0.551, 0.078], [0.154, -0.575, 0.447], [0.844, -0.203, 0.622], [-0.610, -0.089, 0.159], [-0.318, 0.175, -0.416], [0.241, -0.364, -0.477], [0.154, 0.103, 0.304], [-0.288, 0.282, -0.092], [-1.449, -1.696, -0.326], [-0.093, -0.156, -0.347], [1.378, 1.468, 0.247], [0.065, -0.206, 0.280], [-0.177, -0.110, -0.503], [0.028, 0.241, 0.099], [-0.300, -0.449, -0.181], [1.221, -0.925, 1.124], [0.147, 0.198, 0.019], [-1.043, 0.369, -0.346], [-0.394, 0.688, -0.594], [0.525, -0.088, 0.133]], "lowdin_spin": [0.00, 0.00, 0.00, 0.00, 0.00, 0.00, 0.00, 0.00, 0.00, 0.00, 0.00, 0.00, 0.00, 0.00, 0.00, 0.00, 0.00, 0.04, 0.11, 0.02, 0.01, 0.00, 0.53, 0.01, 0.00, 0.00, 0.07, 0.00, 0.01, 0.00, 0.00, 0.00, 0.02, 0.01, 0.00, 0.00, 0.00, 0.16, 0.00, 0.01, 0.00, 0.00, 0.00, 0.00, 0.00, 0.00, 0.00, 0.00, 0.00, 0.00, 0.00, 0.00, 0.00, 0.00, 0.00, 0.00, 0.00, 0.00], "multiplicity": 2, "e_homo_ev": [-12.2, -12.2], "total_charge": 1, "gap_ev": [9.6, 3.3], "s2": 0.76}



[3]
{"formula": "C9H39N12O12", "method": "ωB97M-V/def2-TZVPD", "species": ["C", "O", "H", "H", "H", "C", "C", "O", "O", "H", "H", "H", "H", "H", "H", "C", "O", "N", "N", "H", "H", "H", "H", "C", "O", "N", "N", "H", "H", "H", "H", "C", "O", "N", "N", "H", "H", "H", "H", "C", "O", "N", "N", "H", "H", "H", "H", "C", "O", "N", "N", "H", "H", "H", "H", "C", "O", "N", "N", "H", "H", "H", "H", "O", "H", "H", "O", "H", "H", "O", "H", "H"], "positions_angstrom": [[-0.337476, 0.169089, -0.034703], [-0.268226, -0.547491, -1.211923], [0.132764, 1.150429, -0.097503], [-1.339806, 0.450169, 0.288447], [0.182784, -0.234551, 0.833917], [-2.178386, -2.973131, 1.289257], [-3.593446, -3.253001, 0.804577], [-4.062076, -2.029851, 0.257647], [-1.288796, -2.989071, 0.214277], [-1.931136, -3.689191, 2.072987], [-2.161986, -2.032821, 1.840297], [-4.237696, -3.352681, 1.678137], [-3.640766, -3.969051, -0.015873], [-3.412016, -1.795691, -0.408833], [-0.820536, -2.161391, 0.082867], [3.924644, 1.554529, 1.710107], [4.860784, 1.408689, 1.094967], [2.912604, 0.735869, 1.618257], [3.646894, 2.588629, 2.490087], [3.082124, 0.012169, 0.934427], [2.016934, 1.096299, 1.914857], [2.894354, 2.588979, 3.163717], [4.404124, 3.197249, 2.766247], [-0.209016, 3.510279, 2.106867], [0.550264, 2.747949, 2.736917], [-1.494916, 3.708119, 2.412647], [0.146194, 3.984159, 0.934317], [-1.780966, 3.466749, 3.350737], [-2.119306, 4.149609, 1.752857], [-0.163286, 4.817289, 0.454497], [1.047714, 3.691899, 0.585107], [1.355904, -3.021461, 2.838507], [1.426834, -2.303721, 3.812617], [0.988964, -4.234521, 2.745357], [1.609744, -2.576151, 1.630167], [0.687604, -4.623481, 3.627397], [0.583764, -4.595021, 1.893327], [1.045834, -2.946091, 0.878327], [2.015334, -1.687601, 1.373137], [3.163054, -2.058791, -1.351043], [4.200634, -2.613701, -1.287653], [2.019874, -2.602951, -1.550403], [3.014924, -0.773471, -1.410383], [1.887534, -3.604201, -1.560423], [1.292394, -1.902361, -1.544213], [3.817374, -0.173701, -1.538643], [2.160124, -0.297281, -1.160033], [0.571124, -0.224431, -4.556083], [0.679514, -0.244381, -5.759453], [0.230654, -1.204261, -3.810963], [0.668334, 0.832969, -3.870263], [0.062894, -1.148911, -2.816533], [0.186064, -2.074501, -4.321633], [0.709954, 1.783449, -4.209293], [0.364854, 0.729489, -2.912513], [-0.948196, 4.030079, -2.531843], [0.209844, 4.210919, -2.313243], [-1.682206, 3.236449, -1.793883], [-1.590826, 4.540809, -3.452303], [-1.172366, 2.978629, -0.961013], [-2.681596, 3.105979, -1.859403], [-2.484406, 4.082279, -3.558963], [-0.991626, 4.624839, -4.261003], [-2.676076, -2.394351, -2.466233], [-1.954616, -1.911851, -2.062583], [-2.408816, -3.312111, -2.415963], [-3.918726, 0.765109, 1.601837], [-3.035556, 1.115549, 1.485967], [-4.204136, 0.536439, 0.717257], [-0.207616, 0.019289, 4.025697], [0.505414, -0.598661, 3.864567], [-0.264146, 0.535469, 3.221587]], "forces_ev_per_angstrom": [[0.257, 0.873, -0.475], [0.194, -0.860, 0.430], [0.385, 0.605, -0.338], [-0.625, -0.342, 0.123], [0.064, -0.785, 0.467], [-0.549, -0.416, 0.924], [0.326, 2.246, 0.193], [-0.514, 0.269, -0.312], [0.583, -0.960, -0.291], [0.488, -0.624, -0.109], [-0.198, 0.331, -0.285], [-0.078, -0.975, -0.144], [0.013, -0.809, 0.579], [-0.054, 0.172, -0.562], [-0.013, 0.800, -0.323], [-5.554, 1.274, 3.222], [9.247, -0.883, -5.014], [-2.774, -2.547, 0.073], [0.280, 3.300, 2.668], [-0.654, 0.149, -0.024], [-0.366, -0.560, -0.293], [-0.239, -0.228, -0.395], [-0.004, -0.220, -0.352], [0.186, -1.903, 0.644], [-0.330, 0.373, 0.295], [-0.630, 0.177, 1.292], [1.949, 1.131, -2.787], [-0.218, 0.027, -0.317], [-0.177, 0.101, 0.097], [-0.679, -0.117, 0.344], [-0.001, -0.087, 0.205], [0.726, 4.841, -0.390], [0.567, -0.191, 2.094], [-2.147, -6.188, 1.978], [0.754, 1.857, -4.325], [-0.309, -0.259, -0.318], [0.246, 0.004, 0.271], [0.402, -0.092, -0.108], [-0.243, -0.040, 0.897], [0.478, -0.134, -0.776], [4.340, -2.386, 0.465], [-4.324, -2.864, -0.060], [0.821, 6.072, 0.608], [-0.070, 0.457, 0.151], [-1.239, -0.784, -0.160], [-0.028, -0.277, 0.347], [-0.239, -0.120, -0.453], [-0.434, 0.388, -2.793], [0.644, -0.711, -3.012], [-0.953, -5.827, 0.910], [0.728, 6.191, 4.037], [-0.143, 0.246, 0.116], [-0.169, -0.022, 0.523], [0.081, -0.550, -0.327], [0.047, 0.465, 0.342], [1.578, -2.627, 4.785], [4.068, 0.676, 0.596], [-0.324, -2.365, 3.061], [-3.965, 3.677, -7.531], [-0.692, -0.434, 0.322], [0.072, 0.092, 0.213], [-0.134, 0.481, -0.905], [-0.564, 0.512, -0.461], [-0.638, -0.151, -0.303], [0.712, 0.581, 0.245], [0.110, -0.161, 0.127], [-0.273, 0.073, 0.467], [0.307, 0.229, -0.029], [-0.079, -0.197, -0.276], [-0.445, 0.103, 0.231], [0.407, -0.573, 0.041], [0.005, 0.494, -0.135]], "lowdin_spin": [0.01, 0.01, 0.00, 0.01, 0.00, 0.00, 0.00, 0.01, 0.00, 0.00, 0.00, 0.00, 0.00, 0.00, 0.00, 0.00, 0.00, 0.00, 0.00, 0.00, 0.00, 0.00, 0.00, 0.07, 0.01, 0.06, 0.02, 0.02, 0.11, 0.05, 0.01, 0.00, 0.00, 0.00, 0.00, 0.00, 0.00, 0.00, 0.00, 0.00, 0.00, 0.00, 0.00, 0.00, 0.00, 0.00, 0.00, 0.00, 0.00, 0.00, 0.00, 0.00, 0.00, 0.00, 0.00, 0.13, 0.02, 0.06, 0.05, 0.02, 0.11, 0.05, 0.01, 0.01, 0.00, 0.00, 0.07, 0.01, 0.02, 0.01, 0.00, 0.00], "multiplicity": 2, "e_homo_ev": [2.1, -3.9], "total_charge": -2, "gap_ev": [2.1, 8.1], "s2": 0.75}